(1)
{
  "formula": "C24H72O32P8",
  "method": "the ωB97M-V functional and the def2-TZVPD basis",
  "e_tot_ev": -165899.4830,
  "charge": 0,
  "smiles": "COP(=O)(OC)OC.COP(=O)(OC)OC.COP(=O)(OC)OC.COP(=O)(OC)OC.COP(=O)(OC)OC.COP(=O)(OC)OC.COP(=O)(OC)OC.COP(=O)(OC)OC",
  "e_above_lowest_kcal_mol": 132.4,
  "homo_lumo_gap_ha": 0.3824,
  "homo_energy_ev": -10.2,
  "symbols": ["C", "O", "P", "O", "O", "C", "O", "C", "H", "H", "H", "H", "H", "H", "H", "H", "H", "C", "O", "P", "O", "O", "C", "O", "C", "H", "H", "H", "H", "H", "H", "H", "H", "H", "C", "O", "P", "O", "O", "C", "O", "C", "H", "H", "H", "H", "H", "H", "H", "H", "H", "C", "O", "P", "O", "O", "C", "O", "C", "H", "H", "H", "H", "H", "H", "H", "H", "H", "C", "O", "P", "O", "O", "C", "O", "C", "H", "H", "H", "H", "H", "H", "H", "H", "H", "C", "O", "P", "O", "O", "C", "O", "C", "H", "H", "H", "H", "H", "H", "H", "H", "H", "C", "O", "P", "O", "O", "C", "O", "C", "H", "H", "H", "H", "H", "H", "H", "H", "H", "C", "O", "P", "O", "O", "C", "O", "C", "H", "H", "H", "H", "H", "H", "H", "H", "H"],
  "coordinates": [[5.6518, 5.9372, 2.4917], [4.5307, 6.6810, 2.9922], [3.1973, 6.9389, 2.0925], [2.2441, 7.8479, 2.7698], [3.8414, 7.2956, 0.6594], [4.4688, 8.4724, 0.3350], [2.4996, 5.4248, 1.8297], [1.6523, 5.1058, 0.6673], [5.7349, 5.0204, 3.0753], [6.5207, 6.5845, 2.6104], [5.6736, 5.6408, 1.4430], [5.5418, 8.4391, 0.5237], [4.1312, 9.2888, 0.9734], [4.4670, 8.6721, -0.7365], [0.6743, 4.6604, 0.8493], [2.1250, 4.4342, -0.0494], [1.3118, 5.9287, 0.0388], [-1.9005, 1.7198, -0.1262], [-0.8974, 0.9426, 0.5800], [0.5795, 0.5237, -0.0070], [1.3250, 1.6598, -0.7011], [1.3116, -0.1866, 1.2548], [0.5891, -1.1539, 1.9392], [0.3435, -0.6826, -1.0631], [1.4383, -1.2793, -1.7554], [-1.9678, 1.4812, -1.1876], [-1.7108, 2.7857, -0.0004], [-2.9276, 1.6502, 0.2320], [1.0291, -2.1265, 1.7187], [-0.4991, -1.1434, 1.8780], [0.7640, -0.7750, 2.9461], [2.3151, -0.6495, -1.6047], [1.2070, -1.3356, -2.8191], [1.6159, -2.3214, -1.4894], [-5.6709, -4.4443, 1.3553], [-5.1016, -3.2192, 1.7832], [-4.1824, -2.3692, 0.7159], [-4.8213, -2.0661, -0.6319], [-3.9575, -0.9641, 1.5639], [-5.0867, -0.2708, 2.1318], [-2.7298, -3.0572, 0.7520], [-2.2450, -3.4173, 2.0298], [-6.1906, -4.3383, 0.4030], [-6.5607, -4.6646, 1.9449], [-5.0543, -5.3427, 1.3297], [-5.1656, 0.7495, 1.7564], [-5.1161, -0.4167, 3.2115], [-5.9889, -0.8019, 1.8283], [-2.6261, -2.7968, 2.8409], [-1.1559, -3.4161, 1.9867], [-2.6720, -4.3808, 2.3078], [-0.6513, 0.6702, 9.8436], [-0.6153, 0.0255, 8.6027], [0.2176, -1.3836, 8.4800], [1.5364, -1.4377, 9.1741], [-0.8594, -2.6136, 8.8439], [-0.9789, -3.1573, 10.1736], [0.3899, -1.4329, 6.8428], [0.9580, -0.3646, 6.1102], [-1.0014, -0.0545, 10.5787], [-1.4637, 1.3476, 9.5809], [0.2487, 1.2163, 10.1264], [-1.9879, -3.1855, 10.5850], [-0.3181, -2.5896, 10.8287], [-0.7545, -4.2236, 10.1991], [1.1641, 0.3744, 6.8845], [0.1950, -0.0286, 5.4080], [1.8288, -0.7702, 5.5953], [-2.1339, -7.1258, -4.7036], [-2.2882, -5.8161, -5.2826], [-2.9245, -4.7060, -4.3586], [-3.3610, -3.4781, -5.1133], [-4.1505, -5.4942, -3.5899], [-5.3209, -4.8034, -3.0586], [-1.7982, -4.4574, -3.2676], [-1.8498, -3.4301, -2.3213], [-2.0351, -7.2240, -3.6226], [-1.4064, -7.7502, -5.2224], [-2.9925, -7.7327, -4.9912], [-5.2915, -3.7192, -2.9502], [-5.4001, -5.0149, -1.9923], [-6.2825, -5.0581, -3.5042], [-1.2660, -3.7738, -1.4674], [-2.8215, -3.1314, -1.9281], [-1.3884, -2.5561, -2.7812], [-5.3130, 2.3808, -3.5487], [-4.6246, 2.1102, -4.6944], [-2.9714, 2.2790, -4.7793], [-2.4671, 3.6431, -4.4505], [-2.3752, 1.1498, -3.7263], [-2.5264, -0.1904, -4.0579], [-2.6765, 1.6994, -6.2523], [-1.3079, 1.7502, -6.7983], [-4.6874, 2.2894, -2.6608], [-6.0960, 1.6262, -3.4730], [-5.8216, 3.3434, -3.6026], [-2.9365, -0.8632, -3.3048], [-1.6055, -0.7196, -4.3030], [-3.2083, -0.3126, -4.8994], [-1.2504, 2.2707, -7.7543], [-0.8326, 0.7703, -6.8436], [-0.6585, 2.3138, -6.1283], [3.2826, 2.4746, 3.6239], [3.8058, 1.2336, 3.1959], [5.3425, 1.2256, 2.5937], [5.8267, 2.3176, 1.6416], [6.3241, 1.0137, 3.8548], [6.4759, 1.9350, 4.9109], [5.5078, -0.2452, 1.9484], [4.6423, -0.5991, 0.9409], [2.8397, 2.2321, 4.5899], [2.4226, 2.7413, 3.0095], [3.9076, 3.3672, 3.5945], [5.5970, 2.5792, 4.8864], [7.3569, 2.5708, 4.8238], [6.6514, 1.4368, 5.8644], [5.1590, -0.9445, 0.0455], [4.1200, 0.2838, 0.5725], [3.8994, -1.3536, 1.1997], [2.2801, 1.0096, -4.5407], [2.7313, -0.3182, -4.8390], [2.1994, -1.1836, -6.1639], [2.9636, -2.3566, -6.6271], [0.7377, -1.6757, -5.5602], [0.0546, -2.8170, -6.0846], [1.9047, 0.0185, -7.2316], [2.7041, 0.3113, -8.4007], [2.0938, 1.0202, -3.4668], [1.4453, 1.3217, -5.1683], [3.1245, 1.6778, -4.7097], [0.4691, -3.1949, -7.0192], [-1.0114, -2.6358, -6.2224], [0.2278, -3.5940, -5.3402], [3.2037, 1.2637, -8.2233], [1.9341, 0.4664, -9.1565], [3.3826, -0.5086, -8.6366]]
}



(2)
{
  "formula": "C24H72O32P8",
  "method": "the ωB97M-V functional and the def2-TZVPD basis",
  "e_tot_ev": -165903.3733,
  "charge": 0,
  "smiles": "COP(=O)(OC)OC.COP(=O)(OC)OC.COP(=O)(OC)OC.COP(=O)(OC)OC.COP(=O)(OC)OC.COP(=O)(OC)OC.COP(=O)(OC)OC.COP(=O)(OC)OC",
  "e_above_lowest_kcal_mol": 42.7,
  "homo_lumo_gap_ha": 0.3925,
  "homo_energy_ev": -10.4,
  "symbols": ["C", "O", "P", "O", "O", "C", "O", "C", "H", "H", "H", "H", "H", "H", "H", "H", "H", "C", "O", "P", "O", "O", "C", "O", "C", "H", "H", "H", "H", "H", "H", "H", "H", "H", "C", "O", "P", "O", "O", "C", "O", "C", "H", "H", "H", "H", "H", "H", "H", "H", "H", "C", "O", "P", "O", "O", "C", "O", "C", "H", "H", "H", "H", "H", "H", "H", "H", "H", "C", "O", "P", "O", "O", "C", "O", "C", "H", "H", "H", "H", "H", "H", "H", "H", "H", "C", "O", "P", "O", "O", "C", "O", "C", "H", "H", "H", "H", "H", "H", "H", "H", "H", "C", "O", "P", "O", "O", "C", "O", "C", "H", "H", "H", "H", "H", "H", "H", "H", "H", "C", "O", "P", "O", "O", "C", "O", "C", "H", "H", "H", "H", "H", "H", "H", "H", "H"],
  "coordinates": [[-31.6855, 1.7639, -2.7891], [-31.4464, 3.1026, -3.2541], [-30.1981, 3.4369, -4.1607], [-28.9119, 3.1203, -3.5325], [-30.5059, 2.6090, -5.4780], [-29.5101, 2.5344, -6.4821], [-30.4732, 4.9281, -4.5637], [-30.0835, 5.9803, -3.6544], [-31.9864, 1.1153, -3.6117], [-32.4883, 1.8450, -2.0614], [-30.8123, 1.3517, -2.2883], [-28.5106, 2.4900, -6.0379], [-29.5128, 3.3655, -7.1911], [-29.6065, 1.6045, -7.0408], [-29.2100, 6.4759, -4.0746], [-29.7437, 5.5964, -2.6900], [-30.9433, 6.6250, -3.5234], [-23.4969, 3.5166, -12.6997], [-23.8210, 2.1632, -13.1249], [-23.7727, 1.8064, -14.6488], [-23.7191, 2.9589, -15.5456], [-25.0262, 0.8692, -14.8586], [-25.2356, -0.2236, -13.9674], [-22.5394, 0.8418, -14.7925], [-22.0827, 0.5118, -16.1139], [-24.3937, 3.9123, -12.2298], [-23.1850, 4.1312, -13.5363], [-22.6955, 3.4319, -11.9688], [-25.1374, 0.0619, -12.9164], [-24.6129, -1.0825, -14.2127], [-26.2762, -0.5540, -14.0415], [-21.4863, 1.3346, -16.5002], [-22.9264, 0.4059, -16.8108], [-21.5833, -0.4505, -16.1443], [-22.5226, 4.3638, -8.3792], [-21.6701, 3.2106, -8.4734], [-20.1012, 3.3364, -8.3486], [-19.6116, 3.9862, -7.1452], [-19.6281, 4.0467, -9.6694], [-19.8386, 3.4588, -10.9508], [-19.6669, 1.8540, -8.5717], [-20.0824, 0.8132, -7.6895], [-23.1406, 4.2411, -7.4894], [-23.1492, 4.5082, -9.2503], [-21.9110, 5.2450, -8.1751], [-18.9261, 3.5206, -11.5423], [-20.6500, 3.9718, -11.4649], [-20.0507, 2.3904, -10.8727], [-20.7454, 1.1911, -6.9093], [-19.2051, 0.3912, -7.2005], [-20.5927, 0.0224, -8.2357], [-23.7573, 7.6289, -7.6482], [-24.5373, 6.7005, -8.3954], [-25.9298, 7.1259, -9.0218], [-26.4752, 8.4079, -8.5890], [-25.6049, 6.9481, -10.5468], [-26.6489, 7.0759, -11.5344], [-26.8836, 5.9252, -8.6317], [-26.5907, 4.6012, -9.0649], [-22.7166, 7.5772, -7.9714], [-23.7275, 7.3143, -6.5985], [-24.1150, 8.6546, -7.6503], [-26.5529, 8.0311, -12.0435], [-27.6364, 7.0138, -11.0816], [-26.5333, 6.2349, -12.2055], [-27.3264, 4.2787, -9.8104], [-26.7126, 3.9020, -8.2379], [-25.6089, 4.5196, -9.5270], [-23.7154, 2.0073, -10.6696], [-24.9675, 2.0482, -9.9663], [-25.4778, 0.8434, -9.0896], [-26.7799, 1.0503, -8.4663], [-25.3205, -0.4286, -10.0173], [-26.2584, -0.6495, -11.0812], [-24.2833, 0.5878, -8.0889], [-24.4928, 0.7689, -6.6867], [-23.2406, 2.9724, -10.5600], [-23.8582, 1.7549, -11.7213], [-23.0548, 1.2505, -10.2456], [-26.9287, -1.4539, -10.7724], [-25.7051, -1.0071, -11.9459], [-26.8813, 0.2148, -11.3057], [-23.6453, 0.3307, -6.1739], [-25.4130, 0.2813, -6.3834], [-24.6279, 1.8223, -6.4333], [-32.2397, 0.2591, -6.6863], [-32.4940, 0.0393, -8.0693], [-31.6136, -0.9922, -8.8893], [-32.1461, -1.1937, -10.2191], [-30.1418, -0.4436, -8.8498], [-29.7120, 0.2913, -10.0004], [-31.4924, -2.2705, -7.9926], [-32.6382, -3.1147, -7.9108], [-32.3355, 1.3023, -6.4033], [-31.2430, -0.0740, -6.3901], [-32.9509, -0.3220, -6.0939], [-29.1399, -0.3557, -10.6612], [-29.0832, 1.1404, -9.7363], [-30.6073, 0.6823, -10.4841], [-32.3201, -4.1473, -7.8018], [-33.3035, -2.9901, -8.7634], [-33.2026, -2.8593, -7.0060], [-32.8547, -2.8331, -3.8828], [-31.5934, -2.3424, -4.3258], [-30.4011, -2.1125, -3.3191], [-30.6741, -1.1390, -2.2743], [-30.0430, -3.5745, -2.8529], [-29.9639, -3.8928, -1.4638], [-29.2514, -1.7618, -4.3135], [-29.0105, -0.3856, -4.6249], [-33.2519, -3.4842, -4.6529], [-33.5098, -2.0123, -3.5945], [-32.7234, -3.4291, -2.9697], [-30.6493, -3.2833, -0.8743], [-28.9547, -3.7232, -1.0895], [-30.2316, -4.9381, -1.3354], [-29.8257, 0.2650, -4.3273], [-28.8269, -0.3549, -5.6999], [-28.0847, -0.0406, -4.1753], [-27.7831, 2.2801, -11.8145], [-28.5440, 2.5783, -12.9933], [-28.7845, 4.0807, -13.4445], [-28.7104, 5.0612, -12.3837], [-27.7173, 4.3450, -14.5637], [-27.3394, 3.3363, -15.5082], [-30.1437, 3.9807, -14.2249], [-31.3751, 4.1272, -13.4822], [-26.9059, 1.6921, -12.0962], [-28.4071, 1.6575, -11.1735], [-27.4631, 3.1838, -11.3040], [-26.2699, 3.4852, -15.6397], [-27.8203, 3.4365, -16.4838], [-27.5523, 2.3186, -15.1860], [-32.1471, 3.5452, -13.9772], [-31.6485, 5.1783, -13.5244], [-31.2618, 3.7810, -12.4579]]
}